No. 1
The following is a quantum chemistry calculation of C13H18N4O in the gas phase at a distorted geometry, from the Open Molecules 2025 dataset.

Output
multiplicity	1
SMILES	CCCc1[nH]nc2c1[C@H](C(C)C)C(C#N)=C(N)O2
energy relative to the best compared isomer or geometry (same formula, charge and spin)	15.38	kcal per mole
lowest unoccupied orbital energy	0.026	Eh
HOMO-LUMO gap	9.083	eV

Each line ends with the natural charge from an NBO analysis.
Cartesian coordinates (Å):
C -4.298 -0.720 -1.566  -0.60
C -3.112 0.219 -1.387  -0.38
C -2.385 -0.048 -0.061  -0.44
C -1.222 0.864 0.103  0.19
N -1.392 2.193 0.313  -0.33
N -0.242 2.879 0.325  -0.29
C 0.685 1.964 0.127  0.41
C 0.141 0.670 -0.009  -0.19
C 1.022 -0.518 -0.204  -0.21
C 1.293 -1.312 1.103  -0.20
C 1.837 -0.414 2.210  -0.62
C 0.044 -2.041 1.590  -0.61
C 2.339 0.009 -0.745  -0.36
C 3.186 -0.898 -1.386  0.29
N 3.867 -1.645 -1.937  -0.36
C 2.761 1.287 -0.549  0.59
N 4.019 1.731 -0.841  -0.80
O 1.998 2.276 -0.010  -0.45
H -4.800 -0.521 -2.510  0.21
H -3.969 -1.756 -1.565  0.20
H -5.016 -0.587 -0.760  0.20
H -3.458 1.254 -1.414  0.19
H -2.408 0.083 -2.210  0.21
H -2.040 -1.081 -0.049  0.23
H -3.086 0.089 0.767  0.21
H -2.258 2.685 0.456  0.41
H 0.580 -1.212 -0.930  0.22
H 2.055 -2.060 0.855  0.21
H 1.108 0.349 2.479  0.21
H 2.055 -1.006 3.096  0.21
H 2.756 0.079 1.899  0.21
H 0.292 -2.672 2.441  0.22
H -0.715 -1.329 1.905  0.20
H -0.365 -2.677 0.807  0.20
H 4.593 1.144 -1.422  0.41
H 4.135 2.727 -0.922  0.40

***

No. 2
The following is a quantum chemistry calculation of C13H18O3S in the gas phase, from the Open Molecules 2025 dataset.

Output
multiplicity	1
SMILES	COC(=O)CCCCCc1ccc(C(C)=O)s1
energy relative to the best compared isomer or geometry (same formula, charge and spin)	1.77	kcal per mole
lowest unoccupied orbital energy	0.006	Eh
HOMO-LUMO gap	9.124	eV

Each line ends with the natural charge from an NBO analysis.
Cartesian coordinates (Å):
C 2.475 5.469 0.224  -0.26
O 2.417 4.071 -0.022  -0.51
C 3.295 3.594 -0.911  0.80
O 4.094 4.287 -1.485  -0.60
C 3.179 2.099 -1.103  -0.50
C 1.951 1.467 -0.455  -0.40
C 1.903 -0.036 -0.725  -0.39
C 0.764 -0.744 0.007  -0.38
C -0.625 -0.328 -0.498  -0.45
C -1.690 -1.137 0.154  -0.13
C -2.526 -0.772 1.171  -0.28
C -3.387 -1.801 1.578  -0.16
C -3.211 -2.966 0.873  -0.35
C -3.949 -4.211 1.059  0.55
C -3.557 -5.349 0.151  -0.72
O -4.822 -4.306 1.896  -0.54
S -1.955 -2.778 -0.314  0.43
H 1.699 5.682 0.955  0.19
H 2.297 6.024 -0.699  0.19
H 3.456 5.745 0.614  0.19
H 3.190 1.909 -2.179  0.23
H 4.092 1.657 -0.695  0.23
H 1.056 1.948 -0.851  0.20
H 1.977 1.645 0.621  0.21
H 1.805 -0.210 -1.799  0.19
H 2.847 -0.481 -0.403  0.20
H 0.832 -0.539 1.077  0.20
H 0.873 -1.822 -0.134  0.21
H -0.664 -0.469 -1.580  0.22
H -0.801 0.726 -0.277  0.22
H -2.522 0.211 1.608  0.22
H -4.121 -1.714 2.360  0.24
H -3.697 -5.058 -0.888  0.23
H -2.506 -5.591 0.295  0.23
H -4.166 -6.221 0.372  0.24

***

No. 3
The following is a quantum chemistry calculation of a molecular structure, C13H19AlBr2Cl2F2LiN3O7V at a distorted geometry, from the Open Molecules 2025 dataset.

Output
multiplicity	1
net charge	+1
energy relative to the best compared isomer or geometry (same formula, charge and spin)	0.00	kcal per mole
lowest unoccupied orbital energy	-0.312	Eh
HOMO-LUMO gap	1.239	eV

Each line ends with the Löwdin charge.
Cartesian coordinates (Å):
O -0.753 -2.556 1.578  0.16
C -0.906 -1.460 1.153  -0.45
F -1.174 -0.428 2.015  0.05
C -0.792 -1.068 -0.293  -0.08
C 0.714 -0.880 -0.559  -0.13
C 0.978 0.634 -0.226  -0.19
C 0.626 1.303 -1.534  -0.41
N 0.707 0.347 -2.642  0.15
C 1.154 -0.832 -2.039  -0.42
O 1.842 -1.702 -2.514  0.14
H -1.263 -1.880 -0.919  0.11
H -1.342 -0.132 -0.411  0.08
H 1.258 -1.589 0.056  0.15
H 2.039 0.723 0.020  0.13
H 0.250 1.146 0.449  -0.09
H 1.133 2.241 -1.676  -0.03
H -0.446 1.507 -1.477  0.02
H 1.469 0.539 -3.297  0.13
Al -0.234 3.146 0.590  0.76
Br -5.545 2.389 1.477  0.67
C -5.376 0.449 1.651  -0.65
C -4.093 -0.027 1.029  -0.71
Br -4.212 -0.046 -0.905  0.74
H -6.259 0.013 1.196  0.06
H -5.389 0.253 2.722  0.07
H -3.896 -1.057 1.321  0.07
H -3.241 0.590 1.292  0.03
C 5.353 -0.686 -3.531  -0.85
O 4.459 -0.570 -4.385  0.01
O 4.868 -0.867 -2.210  0.00
O 6.583 -0.619 -3.651  -0.02
H 3.915 -0.881 -2.403  0.05
C 0.417 -3.234 4.807  -0.08
C -0.200 -4.197 5.703  -0.42
N -0.748 -5.039 6.314  0.19
H -0.123 -2.288 4.829  0.10
H 1.448 -3.044 5.094  0.09
H 0.412 -3.596 3.777  0.09
C 5.337 2.441 -3.880  -0.05
C 3.996 2.559 -3.332  -0.21
N 2.926 2.653 -2.927  0.20
H 5.430 1.528 -4.477  0.08
H 5.590 3.288 -4.515  0.10
H 6.098 2.392 -3.091  0.02
Cl -0.486 3.939 -2.105  -0.22
F -1.886 -1.962 -2.420  -0.42
Cl 0.433 -3.422 7.744  0.44
O -9.847 4.169 3.021  -0.29
V -8.950 2.871 2.588  1.23
O -8.987 1.230 2.429  -0.30
Li 6.711 1.714 -1.438  0.88